[1]
Density functional theory data (wB97M-V/def2-TZVPD) for a molecular structure, C4H8O2.

The geometry in ORCA input format:
```
! RIJCOSX wB97M-V def2-TZVPD def2/J DEFGRID3
* xyz 0 1
C 2.090 0.406 -0.054
C 0.986 -0.522 0.365
O 0.014 0.030 1.343
C -0.429 -0.246 0.157
C -1.521 0.434 -0.681
O -2.629 0.677 -0.065
H 1.714 1.416 -0.236
H 2.558 0.035 -0.972
H 2.859 0.450 0.724
H 1.264 -1.547 0.610
H -1.990 -1.482 0.720
H -1.527 -0.106 -1.656
H -0.879 1.340 -0.870
H -2.511 -0.887 0.614
*
```

Calculated values
- LUMO energy (alpha / beta) (eV) = -0.32 / -0.32
- orbital gap (alpha / beta) (eV) = 8.33 / 8.33
- relative energy (zero: lowest compared OMol25 entry of this formula, charge and spin) (kJ/mol) = 604.4
- HOMO (alpha / beta) (hartree) = -0.3180 / -0.3180

---

[2]
Density functional theory data (wB97M-V/def2-TZVPD) for a molecular structure, C31H39N3O3S2V at a distorted geometry.

The geometry in ORCA input format:
```
! RIJCOSX wB97M-V def2-TZVPD def2/J DEFGRID3
* xyz 1 3
V 0.548 1.259 0.517
C -0.398 1.914 3.459
N 0.749 1.366 2.710
C 0.995 -0.006 3.223
C 1.955 2.203 2.944
C 3.025 1.802 1.962
C 4.373 1.913 2.265
C 5.317 1.493 1.337
C 4.911 0.949 0.126
C 3.559 0.837 -0.170
C 2.582 1.277 0.736
H -0.188 1.896 4.532
H -1.279 1.303 3.264
H -0.594 2.941 3.159
H 1.156 0.036 4.304
H 1.880 -0.422 2.746
H 0.135 -0.634 3.005
H 2.282 2.105 3.985
H 1.654 3.245 2.801
H 4.693 2.309 3.222
H 6.371 1.570 1.570
H 5.652 0.600 -0.582
H 3.261 0.382 -1.106
C -0.481 -7.891 2.138
C -0.687 -6.408 1.991
C 0.270 -5.499 2.429
C 0.073 -4.130 2.300
C -1.095 -3.674 1.725
C -2.064 -4.549 1.270
C -1.854 -5.911 1.410
S -0.660 -1.688 0.217
O -1.320 -2.286 1.617
O -1.602 -2.048 -0.841
N -0.857 -0.091 0.622
C -2.094 0.580 0.488
C -3.326 -0.026 0.413
C -4.516 0.724 0.305
C -4.507 2.086 0.288
C -3.268 2.760 0.375
C -3.181 4.171 0.374
C -1.974 4.800 0.454
C -0.820 4.008 0.536
N -0.860 2.695 0.542
C -2.072 2.022 0.464
H 0.485 -8.116 2.587
H -0.525 -8.393 1.171
H -1.256 -8.331 2.767
H 1.184 -5.865 2.882
H 0.817 -3.422 2.644
H -2.962 -4.160 0.810
H -2.610 -6.602 1.057
H -3.384 -1.103 0.439
H -5.457 0.192 0.248
H -5.422 2.660 0.218
H -4.096 4.748 0.311
H -1.887 5.877 0.455
H 0.162 4.465 0.597
C 2.986 2.470 -4.802
C 1.947 1.530 -4.200
C 1.314 2.159 -2.965
S 0.267 1.067 -2.017
O 1.063 -0.168 -1.681
C -1.077 0.640 -3.133
C -0.811 -0.683 -3.848
C -1.996 -1.035 -4.740
H 3.454 2.021 -5.678
H 3.775 2.693 -4.082
H 2.538 3.415 -5.113
H 2.410 0.583 -3.917
H 1.175 1.302 -4.937
H 0.709 3.039 -3.206
H 2.080 2.466 -2.246
H -1.210 1.488 -3.810
H -1.967 0.557 -2.504
H -0.662 -1.456 -3.096
H 0.108 -0.623 -4.432
H -2.909 -1.141 -4.153
H -1.820 -1.982 -5.250
H -2.171 -0.274 -5.503
*
```

Calculated values
- LUMO energy (alpha / beta) (eV) = -3.32 / -3.39
- orbital gap (alpha / beta) (eV) = 7.28 / 7.36
- <S²> = 2.032
- HOMO (alpha / beta) (hartree) = -0.3895 / -0.3949

---

[3]
Density functional theory data (wB97M-V/def2-TZVPD) for a single C4H9N molecule at a distorted geometry.

The geometry in ORCA input format:
```
! RIJCOSX wB97M-V def2-TZVPD def2/J DEFGRID3
* xyz 0 1
C 1.809 -0.878 -0.048
N -0.122 0.840 1.188
C -0.426 0.197 -0.091
C 0.553 -0.433 -0.767
C -1.894 0.185 -0.364
H 2.398 -0.024 0.347
H 1.458 -1.274 0.920
H 2.496 -1.507 -0.593
H 0.883 0.818 1.214
H -0.666 1.691 1.217
H 0.365 -0.845 -1.752
H -2.099 -0.341 -1.298
H -2.077 1.202 -0.770
H -2.622 -0.005 0.413
*
```

Calculated values
- LUMO energy (eV) = 1.09
- orbital gap (eV) = 9.03
- relative energy (zero: lowest compared OMol25 entry of this formula, charge and spin) (kJ/mol) = 94.3
- HOMO (hartree) = -0.2915

---

[4]
Density functional theory data (wB97M-V/def2-TZVPD) for 2 unconnected molecules or ions with the total composition C12H25BNO7PS at a distorted geometry.

The geometry in ORCA input format:
```
! RIJCOSX wB97M-V def2-TZVPD def2/J DEFGRID3
* xyz 0 1
C 1.600 3.375 0.442
C 0.312 3.007 1.299
O 0.197 1.600 1.645
B -0.052 0.779 0.499
O -0.506 1.266 -0.777
P 0.291 -1.126 0.614
C 1.579 -1.259 2.028
C 3.106 -1.106 1.506
C 3.232 -0.904 -0.071
C 4.774 -0.870 -0.575
S 4.668 -0.908 -2.450
O 5.832 -0.238 -3.105
O 3.416 -0.174 -2.892
O 4.441 -2.502 -2.940
C -1.285 -2.078 1.040
C -2.155 -2.136 -0.328
C -3.706 -2.504 -0.024
C -4.657 -1.559 -0.879
O -5.600 -0.912 -0.409
O -4.440 -1.486 -2.300
H 2.583 3.119 0.965
H 1.624 4.514 0.285
H 1.635 2.916 -0.594
H -0.601 3.347 0.715
H 0.361 3.583 2.278
H -1.469 1.481 -0.769
H 1.368 -0.465 2.830
H 1.441 -2.265 2.564
H 3.785 -1.942 1.905
H 3.499 -0.150 2.011
H 2.807 0.123 -0.337
H 2.744 -1.742 -0.682
H 5.332 0.056 -0.235
H 5.315 -1.829 -0.253
H 3.489 -2.667 -2.734
H -1.092 -3.171 1.317
H -1.861 -1.594 1.894
H -1.690 -2.846 -1.096
H -2.135 -1.087 -0.761
H -3.901 -3.580 -0.366
H -3.881 -2.445 1.092
H -3.963 -0.633 -2.418
C -4.681 3.241 0.146
C -3.872 2.050 -0.253
N -3.241 1.115 -0.565
H -5.147 3.064 1.116
H -4.038 4.119 0.213
H -5.460 3.424 -0.596
*
```

Calculated values
- LUMO energy (eV) = 0.25
- orbital gap (eV) = 8.23
- HOMO (hartree) = -0.2931

---

[5]
Density functional theory data (wB97M-V/def2-TZVPD) for a single C21H12N8S molecule at a distorted geometry.

The geometry in ORCA input format:
```
! RIJCOSX wB97M-V def2-TZVPD def2/J DEFGRID3
* xyz 0 1
C 3.998 -3.340 0.064
C -2.737 -2.491 -0.038
N -0.094 -7.630 -3.550
C 0.214 -6.845 -2.740
N 0.553 -2.088 1.655
N 0.350 4.481 0.280
N 0.847 1.767 3.216
N -1.659 4.516 -0.926
N 2.963 -3.681 -0.424
N -1.775 -3.078 -0.432
S 1.109 -0.471 -0.216
C 0.731 -2.124 0.391
C -0.610 5.080 -0.331
C 0.725 0.719 3.972
C 0.295 3.129 0.335
C 1.052 1.471 1.932
C -1.602 3.256 -0.932
C -0.744 2.405 -0.204
C 0.539 -0.618 3.579
C 1.569 -5.188 -1.739
C -0.751 -4.939 -1.527
C 0.389 -5.710 -1.886
C 0.565 -0.812 2.247
C 1.738 -4.116 -0.913
C -0.627 -3.810 -0.812
C 0.924 0.216 1.410
C 0.599 -3.354 -0.456
N 1.232 2.587 1.198
C -0.449 6.546 -0.396
C -2.490 2.561 -1.923
H 0.705 1.011 5.030
H -0.961 1.381 -0.175
H 0.475 -1.389 4.328
H 2.515 -5.619 -2.201
H -1.805 -5.211 -1.620
H 1.670 3.373 1.601
H -1.216 7.055 0.187
H -0.587 6.906 -1.402
H 0.476 6.852 0.022
H -2.269 1.493 -1.989
H -2.294 3.052 -2.931
H -3.563 2.656 -1.687
*
```

Calculated values
- LUMO energy (eV) = -1.30
- orbital gap (eV) = 7.56
- relative energy (zero: lowest compared OMol25 entry of this formula, charge and spin) (kJ/mol) = 164.0
- HOMO (hartree) = -0.3254

---

[6]
Density functional theory data (wB97M-V/def2-TZVPD) for 3 unconnected molecules or ions with the total composition C4H12N2O2.

The geometry in ORCA input format:
```
! RIJCOSX wB97M-V def2-TZVPD def2/J DEFGRID3
* xyz 0 1
C 0.053 0.825 -1.854
N 0.440 1.688 -0.874
N -1.194 0.305 -1.695
O 0.748 0.583 -2.827
O 1.953 -1.386 -1.131
H 1.752 -0.777 -1.855
H 2.313 -2.176 -1.539
H 1.401 1.982 -0.889
H -0.026 1.674 0.016
H -1.479 -0.401 -2.351
H -1.641 0.321 -0.794
C 0.614 -0.564 1.872
C -0.848 -0.660 1.608
C -1.704 0.343 1.692
H -1.196 -1.642 1.314
H 0.896 0.433 2.202
H 1.168 -0.817 0.968
H 0.901 -1.281 2.640
H -1.396 1.331 2.001
H -2.757 0.221 1.496
*
```

Calculated values
- LUMO energy (eV) = 0.89
- orbital gap (eV) = 10.88
- relative energy (zero: lowest compared OMol25 entry of this formula, charge and spin) (kJ/mol) = 74.6
- HOMO (hartree) = -0.3671

---

[7]
Density functional theory data (wB97M-V/def2-TZVPD) for a molecular structure, C43H36ClN6O8PRu at a distorted geometry.

The geometry in ORCA input format:
```
! RIJCOSX wB97M-V def2-TZVPD def2/J DEFGRID3
* xyz 1 2
Ru 0.234 0.262 -0.298
O -5.461 -1.286 1.131
C -5.514 -0.441 0.135
O -6.541 -0.110 -0.402
C -4.213 0.136 -0.347
C -4.132 1.195 -1.250
Cl -5.391 2.149 -1.853
N -2.816 1.437 -1.487
N -2.061 0.586 -0.785
C -2.865 -0.204 -0.089
C -2.232 -1.152 0.912
O -2.963 -1.657 1.768
O -0.986 -1.279 0.847
C -2.197 2.405 -2.295
C -2.768 2.809 -3.495
C -2.122 3.755 -4.269
C -0.905 4.278 -3.865
C -0.333 3.859 -2.675
C -0.972 2.923 -1.882
H -4.535 -1.481 1.474
H -3.709 2.393 -3.810
H -2.577 4.095 -5.186
H -0.412 5.024 -4.469
H 0.608 4.285 -2.365
H -0.551 2.599 -0.921
O 3.639 -2.528 0.025
C 2.889 -1.579 0.079
O 1.736 -1.464 -0.400
C 3.448 -0.283 0.819
P 2.546 1.170 0.149
C 3.439 1.481 -1.409
C 3.522 2.778 -1.918
C 4.236 3.026 -3.076
C 4.880 1.986 -3.731
C 4.774 0.693 -3.243
C 4.048 0.434 -2.095
C 3.094 2.619 1.124
C 4.285 2.645 1.842
C 4.635 3.779 2.557
C 3.809 4.893 2.557
C 2.631 4.880 1.826
C 2.271 3.745 1.118
H 4.531 -0.221 0.662
H 3.242 -0.405 1.888
H 3.044 3.597 -1.401
H 4.304 4.034 -3.459
H 5.463 2.179 -4.619
H 5.272 -0.123 -3.746
H 3.968 -0.581 -1.740
H 4.936 1.785 1.843
H 5.561 3.798 3.115
H 4.084 5.770 3.126
H 1.996 5.755 1.818
H 1.332 3.713 0.578
O -0.349 1.346 1.825
N 0.104 0.809 2.912
C -0.542 -0.200 3.527
C -0.008 -0.807 4.641
C 1.195 -0.364 5.174
C 1.808 0.725 4.571
C 1.238 1.295 3.457
H -1.482 -0.519 3.109
H -0.539 -1.632 5.085
H 1.625 -0.840 6.040
H 2.725 1.138 4.959
H 1.650 2.161 2.964
C -4.725 -2.597 -10.437
C -3.997 -3.022 -9.209
C -3.774 -2.140 -8.156
C -3.106 -2.537 -7.017
C -2.623 -3.845 -6.905
N -1.965 -4.288 -5.759
C -1.329 -3.537 -4.789
O -1.253 -3.877 -3.639
N -0.740 -2.396 -5.313
C -0.135 -1.356 -4.642
C 0.520 -0.378 -5.397
C 1.066 0.722 -4.770
C 0.907 0.843 -3.400
N 0.293 -0.088 -2.677
C -0.198 -1.177 -3.250
C -2.864 -4.744 -7.948
C -3.539 -4.334 -9.076
H -4.942 -1.533 -10.420
H -5.663 -3.143 -10.527
H -4.133 -2.822 -11.322
H -4.146 -1.130 -8.222
H -2.998 -1.850 -6.191
H -2.101 -5.260 -5.509
H -0.690 -2.347 -6.323
H 0.584 -0.479 -6.470
H 1.578 1.490 -5.328
H 1.283 1.713 -2.874
H -0.643 -1.932 -2.610
H -2.513 -5.762 -7.865
H -3.723 -5.038 -9.872
*
```

Calculated values
- LUMO energy (alpha / beta) (eV) = -4.87 / -4.62
- orbital gap (alpha / beta) (eV) = 5.36 / 5.61
- <S²> = 0.778
- relative energy (zero: lowest compared OMol25 entry of this formula, charge and spin) (kJ/mol) = 175.3
- HOMO (alpha / beta) (hartree) = -0.3758 / -0.3758

---

[8]
Density functional theory data (wB97M-V/def2-TZVPD) for a molecular structure, C14H16ClN4OPdS2.

The geometry in ORCA input format:
```
! RIJCOSX wB97M-V def2-TZVPD def2/J DEFGRID3
* xyz 0 2
Pd 0.392 -0.169 -0.497
O 0.582 -1.205 1.410
N 1.769 -1.176 1.993
C 1.935 -2.004 3.054
C 3.093 -2.032 3.773
C 4.135 -1.176 3.400
C 3.957 -0.348 2.324
C 2.761 -0.333 1.581
S 2.565 0.672 0.204
H 1.069 -2.613 3.258
H 3.181 -2.709 4.610
H 5.067 -1.168 3.948
H 4.736 0.327 1.999
Cl 0.503 5.502 -1.386
C 0.413 3.951 -2.146
C 0.578 3.828 -3.515
C 0.494 2.558 -4.062
C 0.252 1.479 -3.231
N 0.095 1.607 -1.911
C 0.180 2.826 -1.375
H 0.770 4.700 -4.124
H 0.620 2.406 -5.125
H 0.177 0.467 -3.610
H 0.077 2.897 -0.300
C -1.883 -2.974 0.598
N -2.259 -1.638 0.199
C -3.490 -1.024 0.675
C -3.453 0.316 -0.050
N -2.758 -0.068 -1.276
C -1.900 -1.104 -0.992
S -0.773 -1.740 -2.070
H -2.066 -3.081 1.666
H -0.822 -3.112 0.410
H -2.455 -3.730 0.049
H -3.484 -0.921 1.759
H -4.360 -1.621 0.374
H -2.873 1.043 0.527
H -4.441 0.719 -0.259
H -2.384 0.649 -1.878
*
```

Calculated values
- LUMO energy (alpha / beta) (eV) = 0.39 / 0.35
- orbital gap (alpha / beta) (eV) = 7.06 / 7.24
- <S²> = 0.755
- relative energy (zero: lowest compared OMol25 entry of this formula, charge and spin) (kJ/mol) = 0.0
- HOMO (alpha / beta) (hartree) = -0.2454 / -0.2531